# 1
Entry from OMol25: 2 unconnected molecules or ions with the total composition C4H4O (wB97M-V/def2-TZVPD).

Last column: Mulliken charge in e.
Atoms and positions in Å:
1 C -1.072 2.017 0.548  -0.21
2 C -1.950 2.636 2.824  -0.03
3 C -0.150 0.953 0.942  0.29
4 C 0.182 -0.186 -0.031  -1.07
5 O 0.123 2.208 0.243  -0.18
6 H 0.226 0.866 1.957  0.38
7 H -0.711 -0.852 -0.364  0.24
8 H 0.958 -0.936 0.270  0.29
9 H 0.516 0.235 -1.021  0.28

Values from the calculation:
ΔE to the lowest compared entry with this formula, charge and spin: 241.2 kcal per mole
HOMO energy (spin up / spin down): -8.80 / -8.82 eV
HOMO-LUMO gap (spin up / spin down): 7.7681 / 7.7884 eV
2S+1: 1
charge: 0

***

# 2
Entry from OMol25: 2 unconnected molecules or ions with the total composition C6H12N2 (wB97M-V/def2-TZVPD).

Last column: Mulliken charge in e.
Atoms and positions in Å:
1 C 0.039 -1.285 1.050  -1.15
2 C -0.935 -0.287 0.554  0.70
3 C -2.248 -0.255 0.933  -0.59
4 N -2.760 0.905 0.397  -0.08
5 C -1.780 1.458 -0.357  -0.28
6 N -0.668 0.770 -0.285  -0.44
7 H 0.987 -0.819 1.317  0.31
8 H 0.347 -1.999 0.287  0.23
9 H -0.234 -1.715 2.012  0.33
10 H -2.865 -0.977 1.439  0.39
11 H -3.631 1.327 0.654  0.19
12 H -1.930 2.310 -0.998  0.42
13 C 4.018 -0.205 -1.127  -1.02
14 C 2.595 -0.680 -0.790  -0.67
15 H 3.880 0.771 -1.587  0.28
16 H 4.624 -0.117 -0.228  0.28
17 H 4.497 -0.907 -1.807  0.30
18 H 2.022 -1.067 -1.633  0.31
19 H 2.060 0.180 -0.382  0.25
20 H 2.493 -1.438 -0.015  0.24

Values from the calculation:
structure (SMILES): Cc1c[nH]cn1.CC
ΔE to the lowest compared entry with this formula, charge and spin: 9.0 kcal per mole
HOMO energy: -8.58 eV
HOMO-LUMO gap: 9.5054 eV
2S+1: 1
charge: 0

***

# 3
Entry from OMol25: 3 unconnected molecules or ions with the total composition C10H14NO2 (wB97M-V/def2-TZVPD).

Last column: Mulliken charge in e.
Atoms and positions in Å:
1 C -2.045 0.588 -0.005  -0.23
2 C -1.668 1.955 -0.041  -0.68
3 C -1.074 -0.414 -0.244  -0.18
4 C -0.404 2.308 -0.508  -0.40
5 C 0.211 -0.084 -0.587  -0.38
6 C 0.446 1.223 -0.851  0.63
7 C 2.597 1.672 1.011  -0.72
8 C -1.655 -4.424 1.584  -0.38
9 C -2.638 -3.642 1.875  -0.41
10 C 2.375 1.545 -2.320  -0.09
11 N 1.733 1.444 -1.282  0.02
12 O 1.588 1.204 1.604  -0.39
13 O 1.683 1.431 -3.443  -0.44
14 H -3.033 0.227 0.402  0.36
15 H -2.397 2.650 0.216  0.51
16 H -1.325 -1.475 0.040  0.02
17 H -0.122 3.299 -0.602  0.57
18 H 0.866 -0.941 -0.795  0.43
19 H 3.439 0.957 0.794  0.32
20 H -1.119 -4.318 0.516  0.17
21 H -1.236 -5.048 2.446  0.21
22 H 2.518 2.666 0.704  0.49
23 H -2.896 -3.750 2.967  0.19
24 H -3.167 -2.907 1.187  0.25
25 H 3.403 1.800 -2.407  0.43
26 H 1.788 0.313 1.974  0.35
27 H 2.134 1.719 -4.235  0.37

Values from the calculation:
ΔE to the lowest compared entry with this formula, charge and spin: 65.1 kcal per mole
HOMO energy (spin up / spin down): -9.43 / -12.84 eV
HOMO-LUMO gap (spin up / spin down): 6.2728 / 5.7271 eV
⟨S²⟩: 2.033
2S+1: 3
charge: +1

***

# 4
Entry from OMol25: 3 unconnected molecules or ions with the total composition C4H15NO2 (wB97M-V/def2-TZVPD).

Last column: Mulliken charge in e.
Atoms and positions in Å:
1 C 0.238 -0.542 -1.409  -1.27
2 C 0.339 0.901 -0.968  0.80
3 C 1.621 1.491 -1.590  -1.55
4 C 0.334 1.223 0.523  -1.05
5 N -0.914 0.695 1.207  -0.66
6 H -0.703 -1.060 -1.144  0.21
7 H -0.048 -0.472 -2.468  0.39
8 H 0.941 -1.360 -1.281  0.37
9 H -0.544 1.444 -1.333  0.25
10 H 1.828 2.484 -1.163  0.40
11 H 1.460 1.763 -2.633  0.40
12 H 2.475 0.909 -1.278  0.37
13 H 1.226 0.746 0.935  0.44
14 H 0.324 2.289 0.738  0.30
15 H -0.752 -0.292 1.372  0.31
16 H -1.558 0.824 0.438  0.27
17 O -1.881 -3.760 -2.068  -0.64
18 H -0.989 -4.095 -1.919  0.32
19 H -1.967 -3.171 -1.308  0.32
20 O 0.510 0.647 4.056  -0.66
21 H -0.248 0.570 3.463  0.37
22 H 1.204 0.977 3.473  0.31

Values from the calculation:
structure (SMILES): CC(C)CN.O.O
ΔE to the lowest compared entry with this formula, charge and spin: 33.8 kcal per mole
HOMO energy: -10.02 eV
HOMO-LUMO gap: 10.5445 eV
2S+1: 1
charge: 0

***

# 5
Entry from OMol25: 5 unconnected molecules or ions with the total composition C5H17NO5 (wB97M-V/def2-TZVPD).

Last column: Mulliken charge in e.
Atoms and positions in Å:
1 N 0.200 -0.303 3.223  -0.48
2 C 0.934 0.214 2.158  0.00
3 C 1.677 -0.549 1.357  -0.51
4 C 2.427 0.122 0.183  -0.89
5 C 1.434 0.745 -0.812  -0.04
6 C 1.885 0.550 -2.272  -0.13
7 O 2.605 -0.343 -2.626  -0.49
8 H -0.578 0.212 3.585  0.24
9 H 0.192 -1.305 3.267  0.19
10 H 0.709 1.255 1.984  0.27
11 H 1.785 -1.623 1.452  0.32
12 H 2.935 0.940 0.689  0.28
13 H 3.122 -0.492 -0.371  0.48
14 H 0.541 0.128 -0.970  -0.18
15 H 1.205 1.786 -0.591  0.56
16 H 1.511 1.295 -3.003  0.36
17 O -2.457 1.120 1.863  -0.62
18 H -2.320 1.272 0.917  0.31
19 H -2.628 0.172 1.944  0.33
20 O -2.262 -1.748 0.148  -0.67
21 H -2.638 -1.005 -0.329  0.30
22 H -1.303 -1.678 0.073  0.34
23 O -1.480 -1.305 -2.491  -0.59
24 H -2.056 -2.008 -2.157  0.33
25 H -0.951 -1.769 -3.151  0.29
26 O -1.625 1.693 -1.041  -0.65
27 H -0.739 1.443 -1.333  0.34
28 H -2.125 1.181 -1.699  0.31

Values from the calculation:
structure (SMILES): N/C=C/CCC=O.O.O.O.O
ΔE to the lowest compared entry with this formula, charge and spin: 49.7 kcal per mole
HOMO energy: -7.87 eV
HOMO-LUMO gap: 8.0535 eV
2S+1: 1
charge: 0

***

# 6
Entry from OMol25: a molecular structure, C2EuF3NO5S2 (wB97M-V/def2-TZVPD).

Last column: Mulliken charge in e.
Atoms and positions in Å:
1 O -3.424 -0.463 2.613  -0.39
2 C -2.983 -1.436 2.125  0.75
3 O -2.714 -2.541 1.908  -0.29
4 Eu -2.554 2.243 2.904  0.70
5 N 0.705 -0.385 -0.036  -0.46
6 S 0.611 0.489 1.370  0.43
7 O 1.675 1.571 1.345  -0.65
8 O -0.827 1.199 1.241  -0.68
9 S 0.556 0.486 -1.411  0.35
10 O -0.541 -0.105 -2.280  -0.68
11 C 2.086 -0.156 -2.274  0.66
12 F 3.180 0.177 -1.594  -0.25
13 F 2.065 -1.476 -2.425  -0.25
14 F 2.165 0.397 -3.487  -0.25

Values from the calculation:
HOMO energy (spin up / spin down): -3.47 / -3.85 eV
HOMO-LUMO gap (spin up / spin down): 5.4063 / 5.6221 eV
⟨S²⟩: 20.008
2S+1: 9
charge: -1

***

# 7
Entry from OMol25: a molecular structure, C34H46N4P2SSi2Y (wB97M-V/def2-TZVPD).

Last column: Mulliken charge in e.
Atoms and positions in Å:
1 Y -1.369 -0.531 -0.146  -0.06
2 C -3.100 -0.950 3.115  -1.07
3 Si -1.461 -1.889 2.991  0.04
4 C -1.822 -3.607 2.271  -0.86
5 C -0.604 -1.956 4.660  -1.03
6 N -0.580 -0.999 1.769  0.71
7 P 0.999 -1.088 1.286  2.64
8 C 1.054 -0.718 -0.417  -2.34
9 P 0.905 0.928 -0.950  2.47
10 N -0.587 1.503 -0.580  0.25
11 Si -1.202 3.000 0.056  0.09
12 C -0.006 3.966 1.140  -0.74
13 C -1.836 4.062 -1.370  -1.11
14 C -2.655 2.363 1.103  -0.96
15 C 2.150 2.222 -0.684  0.22
16 C 3.074 2.217 0.353  -0.03
17 C 3.920 3.304 0.526  -0.57
18 C 3.853 4.388 -0.336  -0.65
19 C 2.944 4.388 -1.386  -0.64
20 C 2.095 3.308 -1.561  -0.67
21 C 0.914 0.725 -2.770  -0.24
22 C 2.001 0.121 -3.397  -0.60
23 C 2.000 -0.065 -4.769  -0.81
24 C 0.917 0.360 -5.529  -0.64
25 C -0.166 0.970 -4.914  -0.83
26 C -0.171 1.146 -3.534  0.02
27 C 1.508 -2.833 1.430  0.19
28 C 1.278 -3.667 0.336  -0.83
29 C 1.487 -5.032 0.442  -0.76
30 C 1.931 -5.576 1.640  -0.58
31 C 2.176 -4.752 2.727  -0.82
32 C 1.963 -3.385 2.625  -0.46
33 C 1.947 -0.141 2.503  -0.23
34 C 3.290 -0.388 2.774  0.16
35 C 3.967 0.410 3.684  -0.87
36 C 3.315 1.462 4.312  -0.72
37 C 1.982 1.727 4.025  -0.82
38 C 1.297 0.924 3.127  -0.40
39 H -3.825 -1.508 3.712  0.40
40 H -2.968 0.026 3.587  0.29
41 H -3.550 -0.788 2.130  0.27
42 H -2.697 -4.068 2.732  0.46
43 H -2.015 -3.524 1.196  0.19
44 H -0.974 -4.284 2.398  0.22
45 H -1.298 -2.315 5.424  0.48
46 H 0.255 -2.627 4.641  0.27
47 H -0.253 -0.965 4.955  0.29
48 H 0.658 4.586 0.536  0.27
49 H -0.557 4.619 1.820  0.51
50 H 0.617 3.296 1.734  0.03
51 H -1.017 4.368 -2.025  0.31
52 H -2.567 3.524 -1.978  0.26
53 H -2.317 4.968 -0.993  0.40
54 H -2.273 1.746 1.924  0.03
55 H -3.247 3.166 1.545  0.48
56 H -3.342 1.755 0.503  0.24
57 H 3.143 1.369 1.018  0.45
58 H 4.631 3.298 1.342  0.47
59 H 4.517 5.231 -0.197  0.41
60 H 2.896 5.225 -2.071  0.41
61 H 1.385 3.298 -2.380  0.38
62 H 2.839 -0.206 -2.792  0.40
63 H 2.845 -0.535 -5.254  0.43
64 H 0.924 0.230 -6.604  0.43
65 H -0.989 1.335 -5.515  0.56
66 H -0.996 1.647 -3.039  0.21
67 H 0.970 -3.228 -0.604  0.28
68 H 1.314 -5.676 -0.411  0.44
69 H 2.100 -6.643 1.721  0.40
70 H 2.532 -5.178 3.656  0.44
71 H 2.152 -2.744 3.477  0.50
72 H 3.800 -1.195 2.262  0.53
73 H 5.008 0.208 3.900  0.45
74 H 3.843 2.075 5.030  0.44
75 H 1.473 2.556 4.501  0.47
76 H 0.255 1.108 2.899  0.77
77 C -3.199 -2.985 -4.132  -1.05
78 N -3.358 -2.428 -2.786  -0.13
79 C -3.791 -1.222 -2.409  0.49
80 S -4.110 -0.972 -0.728  -0.49
81 N -3.994 -0.207 -3.238  -0.09
82 C -3.799 -0.117 -4.683  -1.00
83 H -2.894 -4.021 -4.020  0.35
84 H -2.424 -2.464 -4.687  0.37
85 H -4.134 -2.961 -4.691  0.35
86 H -3.393 -3.096 -2.034  0.26
87 H -4.335 0.617 -2.771  0.27
88 H -4.573 -0.653 -5.230  0.36
89 H -2.819 -0.489 -4.968  0.25
90 H -3.855 0.933 -4.956  0.35

Values from the calculation:
HOMO energy: -10.05 eV
HOMO-LUMO gap: 7.5605 eV
2S+1: 1
charge: +1

***

# 8
Entry from OMol25: a molecular structure, C3H2CrO3 (wB97M-V/def2-TZVPD).

Last column: Mulliken charge in e.
Atoms and positions in Å:
1 C -1.632 0.131 -0.787  -0.53
2 C -0.899 -0.880 -0.478  0.61
3 O 0.246 -1.203 -0.214  -0.56
4 C 1.499 0.770 0.204  0.90
5 O 0.894 1.749 -0.093  -0.28
6 O 1.910 0.035 1.037  -0.48
7 H -2.702 0.213 -0.611  0.38
8 Cr 1.537 -1.984 1.547  1.55
9 H -0.853 1.170 -0.604  0.40

Values from the calculation:
ΔE to the lowest compared entry with this formula, charge and spin: 68.7 kcal per mole
HOMO energy (spin up / spin down): -18.56 / -19.24 eV
HOMO-LUMO gap (spin up / spin down): 5.1502 / 8.1934 eV
⟨S²⟩: 6.172
2S+1: 5
charge: +2

***

# 9
Entry from OMol25: a molecular structure, C3H5NO2 (wB97M-V/def2-TZVPD).

Last column: Mulliken charge in e.
Atoms and positions in Å:
1 N 2.356 1.112 0.375  -0.46
2 C 1.242 0.634 0.186  0.47
3 O -0.370 1.378 0.547  -0.43
4 C -1.343 0.454 0.333  -0.30
5 C -0.478 -1.131 -0.065  -0.37
6 O 0.841 -0.803 -0.273  -0.34
7 H 3.333 0.796 0.353  0.29
8 H -1.977 0.634 -0.556  0.27
9 H -1.903 0.125 1.223  0.28
10 H -0.645 -1.745 0.835  0.28
11 H -1.025 -1.454 -0.960  0.30

Values from the calculation:
ΔE to the lowest compared entry with this formula, charge and spin: 103.3 kcal per mole
HOMO energy: -10.18 eV
HOMO-LUMO gap: 10.8199 eV
2S+1: 1
charge: 0

***

# 10
Entry from OMol25: 3 unconnected molecules or ions with the total composition C21H28OSi (wB97M-V/def2-TZVPD).

Last column: Mulliken charge in e.
Atoms and positions in Å:
1 C -6.671 4.777 3.200  -0.13
2 C -5.544 4.203 2.571  -0.40
3 Si -3.829 3.414 2.116  0.40
4 C -3.877 2.600 0.365  -0.36
5 C -3.318 1.234 0.037  -0.44
6 C -3.161 2.210 3.511  -0.44
7 C -4.209 1.002 3.873  -0.48
8 C -3.474 -0.383 4.425  -0.66
9 C -2.447 -0.904 3.257  0.02
10 O -2.088 -2.329 3.331  -0.44
11 C -1.053 -2.488 2.260  -0.31
12 H -7.705 5.272 3.509  0.33
13 H -2.832 4.506 2.035  -0.15
14 H -4.348 3.175 -0.569  0.30
15 H -2.385 1.177 -0.694  0.20
16 H -3.785 0.226 0.405  0.32
17 H -2.104 1.863 3.148  0.14
18 H -2.971 2.888 4.474  0.27
19 H -4.908 0.718 2.950  0.26
20 H -4.970 1.325 4.734  0.34
21 H -4.262 -1.246 4.616  0.28
22 H -2.945 -0.128 5.459  0.25
23 H -2.951 -0.644 2.222  0.00
24 H -1.445 -0.270 3.379  0.22
25 H -1.002 -1.483 1.621  0.01
26 H -1.318 -3.355 1.500  0.26
27 H 0.038 -2.626 2.706  0.23
28 C 1.136 -0.867 -1.517  -0.42
29 C 1.188 -0.379 -0.212  -0.32
30 C 2.227 -0.761 0.636  -0.47
31 C 3.213 -1.636 0.180  -0.39
32 C 3.156 -2.132 -1.123  -0.46
33 C 2.119 -1.747 -1.972  -0.34
34 H 0.330 -0.564 -2.180  0.36
35 H 0.418 0.301 0.144  0.48
36 H 2.269 -0.377 1.652  0.40
37 H 4.024 -1.932 0.839  0.39
38 H 3.921 -2.819 -1.476  0.36
39 H 2.076 -2.132 -2.987  0.40
40 C 5.639 -2.109 -5.565  -0.47
41 C 5.342 -1.811 -4.235  -0.30
42 C 4.989 -0.512 -3.873  -0.19
43 C 4.937 0.492 -4.840  -0.45
44 C 5.244 0.197 -6.168  -0.36
45 C 5.593 -1.104 -6.531  -0.35
46 H 5.908 -3.123 -5.848  0.36
47 H 5.384 -2.593 -3.481  0.27
48 H 4.753 -0.281 -2.837  0.44
49 H 4.660 1.504 -4.559  0.36
50 H 5.210 0.980 -6.921  0.35
51 H 5.830 -1.334 -7.567  0.35

Values from the calculation:
structure (SMILES): C#C[Si@H](C=C)CCCCOC.c1ccccc1.c1ccccc1
HOMO energy: -8.36 eV
HOMO-LUMO gap: 7.6714 eV
2S+1: 1
charge: 0

***

# 11
Entry from OMol25: a molecular structure, C6H9NO (wB97M-V/def2-TZVPD).

Last column: Mulliken charge in e.
Atoms and positions in Å:
1 C -0.669 -1.243 -0.468  0.11
2 C 0.638 -1.241 -1.273  -0.55
3 C 1.381 -0.133 -1.094  -0.62
4 C 0.671 0.741 -0.108  0.31
5 C -0.520 0.897 1.513  -0.52
6 C -0.111 -0.288 0.586  -0.56
7 H -2.325 -0.261 -0.680  0.33
8 H -0.923 -2.200 -0.007  0.30
9 H 0.850 -2.158 -1.825  0.44
10 H 2.302 0.224 -1.592  0.34
11 H 0.042 1.403 -0.708  0.34
12 H 0.932 2.343 1.171  0.23
13 H -1.203 1.470 0.939  0.31
14 H -0.692 0.721 2.553  0.32
15 H 0.520 -0.837 1.109  0.35
16 N 0.913 1.369 1.153  -0.61
17 O -1.807 -0.806 -1.269  -0.53

Values from the calculation:
ΔE to the lowest compared entry with this formula, charge and spin: 91.8 kcal per mole
HOMO energy: -9.22 eV
HOMO-LUMO gap: 10.0486 eV
2S+1: 1
charge: 0

***

# 12
Entry from OMol25: a molecular structure, C13H9F2N2PdSe (wB97M-V/def2-TZVPD).

Last column: Mulliken charge in e.
Atoms and positions in Å:
1 Pd 0.050 -0.083 0.180  -0.74
2 F -2.841 4.511 -0.109  -0.35
3 C -2.728 3.197 -0.417  0.60
4 C -1.578 2.509 -0.092  -0.23
5 C -1.446 1.177 -0.472  -0.43
6 C -2.503 0.532 -1.165  0.21
7 C -3.662 1.270 -1.403  0.41
8 F -4.747 0.679 -1.983  -0.36
9 C -3.798 2.594 -1.056  -0.80
10 C -2.283 -0.842 -1.612  1.16
11 C -2.979 -1.464 -2.653  -0.68
12 C -2.623 -2.734 -3.055  -0.26
13 C -1.571 -3.383 -2.412  -0.67
14 C -0.932 -2.718 -1.386  -0.28
15 N -1.277 -1.495 -0.986  -0.26
16 H -0.788 3.012 0.453  0.43
17 H -4.710 3.139 -1.257  0.46
18 H -3.777 -0.936 -3.153  0.36
19 H -3.146 -3.225 -3.866  0.39
20 H -1.261 -4.377 -2.702  0.37
21 H -0.104 -3.167 -0.850  0.46
22 Se 2.502 0.750 -0.319  -0.32
23 C 2.061 -0.944 0.171  0.42
24 N 1.874 -2.071 0.432  -0.68
25 C -0.092 0.385 2.283  -1.08
26 H -1.099 0.709 2.540  0.32
27 H 0.641 1.149 2.540  0.27
28 H 0.152 -0.565 2.761  0.27

Values from the calculation:
HOMO energy (spin up / spin down): -2.65 / -4.50 eV
HOMO-LUMO gap (spin up / spin down): 5.7027 / 7.2783 eV
⟨S²⟩: 2.012
2S+1: 3
charge: -1

***

Results for calculated total energy: -229.643591 -345.313454 -594.187128 -366.597365 -631.618365 -2313.454841 -3240.457733 -1384.820300 -322.409737 -1181.351363 -363.877922 -3339.328261 (in a.u., following the order of the records).
Results for max |F|: 2.89 1.30 6.37 3.11 2.14 2.41 1.59 6.34 3.43 10.57 5.56 1.45 (in eV/Å, following the order of the records).